(1)
Below is C21H24N2O4S in the gas phase, with properties calculated with the ωB97M-V functional and the def2-TZVPD basis.

Each line ends with the Mulliken charge.
Cartesian coordinates (Å):
S -1.237 0.100 -2.651  1.4585
O 0.441 -2.760 3.178  -0.6724
O -1.530 -0.943 -3.595  -0.7474
O -0.447 1.216 -3.091  -0.6685
O -1.282 3.537 -0.660  -0.6054
N -0.213 1.608 -0.219  0.4854
N 2.541 -2.443 2.402  0.0832
C 0.213 -2.568 0.012  -0.4778
C -0.100 0.216 -0.148  0.4339
C -3.960 0.084 -2.160  -0.5647
C 0.848 3.123 1.450  -1.2006
C -0.486 -0.619 -1.193  -0.1650
C 3.121 -3.009 3.600  -1.0685
C 3.442 -1.955 1.382  -1.0373
C -1.310 2.325 -0.614  0.3536
C 5.400 -0.602 2.344  -0.3041
C -2.739 0.659 -1.868  0.4873
C 4.018 -0.561 1.693  -0.4601
C 5.925 0.800 2.625  -1.3827
C 1.196 -2.363 2.311  0.1025
C 0.971 2.399 0.113  -0.8169
C 0.487 -0.375 0.973  0.1107
C -0.351 -1.991 -1.111  -0.8039
C 0.651 -1.749 1.049  -0.6381
C -4.959 1.431 -0.448  -0.6068
C -3.731 2.003 -0.166  -0.8913
C -5.079 0.474 -1.445  -0.5299
C -2.596 1.604 -0.866  0.3324
H 1.089 3.140 -0.683  0.4449
H -4.006 -0.652 -2.947  0.5414
H 4.261 -2.674 1.278  0.6101
H 5.261 1.329 3.305  0.3277
H 6.912 0.754 3.078  0.3948
H 0.801 0.241 1.800  0.5778
H 5.997 1.373 1.703  0.3366
H 0.323 -3.638 0.087  0.5182
H 5.357 -1.163 3.279  0.2393
H 1.765 3.669 1.651  0.3787
H 6.094 -1.120 1.678  0.3286
H 2.323 -3.491 4.162  0.4022
H 3.881 -3.745 3.335  0.3314
H 0.669 2.427 2.267  0.3225
H -0.681 -2.580 -1.952  0.5795
H -5.831 1.739 0.109  0.4015
H -3.639 2.763 0.596  0.5195
H 3.570 -2.234 4.223  0.2736
H 1.833 1.731 0.106  0.4684
H 4.093 0.005 0.762  0.3911
H 0.025 3.830 1.409  0.3751
H 3.324 -0.029 2.347  0.2800
H 2.899 -1.926 0.436  0.3454
H -6.042 0.038 -1.666  0.4053

The value obtained for the frontier orbital gap is 9.25 eV. The calculation puts the HOMO energy at -9.19 eV. Its structure (SMILES) is CCCCN(C)C(=O)c1ccc2c(c1)N(CC)C(=O)c1ccccc1S2(=O)=O. The energy above the lowest of the compared OMol25 structures with the same formula, charge and spin comes out at 26.0 kcal/mol.

---

(2)
Below is C4HBr3O2S in the gas phase at a distorted geometry, with properties calculated with the ωB97M-V functional and the def2-TZVPD basis.

Each line ends with the Mulliken charge.
Cartesian coordinates (Å):
Br 0.254 2.581 1.253  -0.0501
Br -0.361 -2.514 -1.287  -0.1700
Br 1.532 -3.757 1.690  0.0170
S 1.250 -0.006 2.585  0.7983
O 2.572 0.524 2.729  -0.4924
O 0.354 -0.033 3.700  -0.4795
C 0.090 -0.085 0.161  -0.2236
C 1.019 -2.101 1.195  -0.3524
C 0.428 0.748 1.139  -0.1306
C 0.347 -1.515 0.232  0.6824
H -0.402 0.266 -0.737  0.4009

The value obtained for the frontier orbital gap is 7.80 eV. The calculation puts the HOMO energy at -9.49 eV. The energy above the lowest of the compared OMol25 structures with the same formula, charge and spin comes out at 3.1 kcal/mol.

---

(3)
Below is 2 unconnected molecules or ions with the total composition CH3NS2 at a distorted geometry, with properties calculated with the ωB97M-V functional and the def2-TZVPD basis.

Each line ends with the Mulliken charge.
Cartesian coordinates (Å):
S -1.773 -1.263 0.054  -0.0530
S -1.438 -0.061 -1.568  -0.0646
N -0.169 -0.633 -0.444  -0.0545
C 0.652 0.211 0.329  -0.5196
H 1.573 0.698 -0.314  0.2336
H 1.042 -0.471 1.102  0.2655
H 0.114 1.519 0.841  0.1926

The value obtained for the frontier orbital gap is 8.36 eV. The calculation puts the HOMO energy at -8.71 eV. The energy above the lowest of the compared OMol25 structures with the same formula, charge and spin comes out at 86.2 kcal/mol.

---

(4)
Below is 3 unconnected molecules or ions with the total composition C9H22FO6S2, with properties calculated with the ωB97M-V functional and the def2-TZVPD basis.

Each line ends with the Mulliken charge.
Cartesian coordinates (Å):
S 3.438 -0.404 -1.917  1.2081
S -1.493 1.400 0.452  1.1521
F -2.265 -5.069 0.537  -0.2961
O -2.536 0.442 0.615  -0.6512
O -0.391 1.419 1.372  -0.5910
O 2.272 0.297 -2.366  -0.6211
O 3.390 -1.819 -1.729  -0.5813
O -2.152 2.874 0.437  -0.3004
O 3.944 0.303 -0.593  -0.3062
C -2.965 -3.913 0.109  -0.5462
C 2.895 0.576 0.411  -0.1599
C -2.099 -2.655 0.116  -0.0128
C 2.387 -0.665 1.101  -0.7563
C -2.448 3.400 2.829  -0.9587
C -0.771 -2.640 -0.619  -1.0121
C -3.106 3.144 1.490  -0.3757
C -0.883 1.385 -1.188  -0.8537
C 4.808 -0.028 -2.960  -1.0278
H -1.715 1.444 -1.883  0.4199
H 3.211 -1.231 1.539  0.3258
H -3.806 2.309 1.539  0.3222
H 4.867 1.049 -3.096  0.2959
H 1.705 -0.352 1.893  0.3124
H -3.638 4.024 1.132  0.2791
H -1.958 2.504 3.205  0.2915
H -3.817 -3.852 0.804  0.2767
H -0.059 -3.358 -0.188  0.1920
H 2.087 1.107 -0.089  0.1563
H -0.205 2.229 -1.294  0.3464
H -2.762 -1.894 -0.330  0.0610
H 3.399 1.261 1.091  0.2633
H 5.710 -0.423 -2.501  0.3289
H -0.893 -2.874 -1.690  0.1092
H 1.830 -1.311 0.420  0.0935
H -1.702 4.191 2.745  0.2481
H 4.607 -0.529 -3.904  0.3671
H -1.973 -2.353 1.167  0.1682
H -0.358 0.429 -1.302  0.1832
H -3.213 3.712 3.542  0.3818
H -3.341 -4.128 -0.899  0.2677

The value obtained for the frontier orbital gap is 3.33 eV. The calculation puts the HOMO energy at -0.91 eV. The charge is -1.